<1>
This record from OMol25 describes a 3-piece molecular cluster, C4H15N2O2 overall. The level of theory is ωB97M-V/def2-TZVPD.

```
23
C4H15N2O2 (ωB97M-V/def2-TZVPD)
O 0.597 -0.769 6.350
O -3.651 -1.697 -1.424
N 0.058 1.121 0.518
N -1.511 0.714 -1.883
C 0.648 0.572 -0.627
C 3.030 0.142 -1.746
C 2.038 0.031 -0.578
C -0.050 0.512 -1.778
H -4.242 -0.944 -1.583
H 0.672 1.184 1.323
H -0.785 0.746 0.943
H 3.948 -0.374 -1.464
H -1.914 -0.212 -2.024
H -0.191 -0.833 5.771
H -4.090 -2.168 -0.697
H 0.405 0.311 -2.740
H 1.826 -1.034 -0.289
H 3.193 1.164 -2.024
H 2.818 -0.546 -2.591
H 0.327 -1.329 7.096
H -1.719 1.420 -2.585
H 2.572 0.479 0.275
H -1.887 0.976 -0.966
```

Orbital gap   9.7 eV
Total charge   +1
HOMO level   -13.060 eV

<2>
This record from OMol25 describes a 3-piece molecular cluster, C4H15N2O2 overall. The level of theory is ωB97M-V/def2-TZVPD.

```
23
C4H15N2O2 (ωB97M-V/def2-TZVPD)
O -0.297 -3.440 1.474
O -1.160 3.018 2.908
N 2.024 0.599 -2.414
N -0.828 -1.244 0.423
C 1.122 0.634 -1.344
C -0.243 -0.007 -1.690
C 1.384 1.201 -0.182
C -1.383 -0.181 -0.655
H -0.786 -2.110 -0.098
H 2.675 -0.116 -2.407
H -0.665 0.674 -2.553
H -2.037 3.192 2.937
H 2.367 1.521 -2.600
H -0.578 -4.313 1.219
H 0.577 1.320 0.530
H -0.686 3.204 3.738
H -0.007 -3.634 2.392
H -1.718 0.554 -0.001
H -1.473 -1.304 1.265
H 2.340 1.603 0.193
H 0.109 -0.921 -2.099
H -2.236 -0.622 -1.246
H 0.119 -1.034 0.841
```

Orbital gap   9.4 eV
Total charge   +1
HOMO level   -12.562 eV

Least stable: <2>

<1>
This record from OMol25 describes a 2-piece molecular cluster, C2H6ClOPS overall. The level of theory is ωB97M-V/def2-TZVPD.

```
12
C2H6ClOPS (ωB97M-V/def2-TZVPD)
Cl -3.958 -0.563 -0.201
S -1.296 0.195 0.764
P -2.322 0.141 -1.068
O 0.961 -2.530 0.731
C 0.804 1.185 -0.614
C 0.161 0.876 0.774
H 0.366 -1.727 0.611
H 0.677 1.203 1.643
H 1.375 0.356 -0.837
H 0.001 1.189 -1.356
H 1.472 2.030 -0.624
H 1.759 -2.356 0.177
```

Orbital gap (spin up / spin down)   6.7 / 7.3 eV
HOMO level (spin up / spin down)   -7.636 / -7.788 eV

<2>
This record from OMol25 describes one molecule with the formula C2H6ClOPS. The level of theory is ωB97M-V/def2-TZVPD.

```
12
C2H6ClOPS (ωB97M-V/def2-TZVPD)
Cl 2.191 0.716 -3.084
S 0.167 -1.002 -0.956
P 0.894 1.380 -1.825
O 1.988 1.664 -0.653
C -1.331 -2.130 -0.703
C 1.724 2.372 0.576
H -1.325 -2.466 0.283
H -1.232 -3.093 -1.309
H -2.175 -1.803 -1.193
H 1.283 3.396 0.383
H 2.797 2.520 1.028
H 1.008 1.807 1.118
```

Orbital gap (spin up / spin down)   7.5 / 7.5 eV
HOMO level (spin up / spin down)   -8.125 / -8.125 eV
SMILES string   COP(Cl)SC

Least stable: <1>

<1>
This record from OMol25 describes C20H22ClO11P2PtSi as an isolated structure. The level of theory is ωB97M-V/def2-TZVPD.

```
58
C20H22ClO11P2PtSi (ωB97M-V/def2-TZVPD)
Pt -0.585 1.416 0.458
Cl -3.484 1.356 0.363
P 0.016 4.377 -0.610
P 2.337 2.483 -0.921
Si -0.361 -0.914 0.451
O -0.270 3.656 0.704
O 1.993 1.695 0.290
O -3.545 -0.004 -0.095
O 2.441 4.732 0.389
O 1.721 1.942 -2.284
O -4.786 1.920 0.529
O -2.685 2.136 -0.612
O -0.446 5.757 -0.820
O -2.715 1.429 1.615
O -0.448 3.393 -1.858
O 3.911 2.455 -1.221
C 1.853 4.233 -0.825
C -1.146 -3.108 -1.210
C 3.653 -1.890 -0.190
C -2.485 -2.239 1.897
C -1.543 -0.952 -2.171
C -1.484 -1.556 4.398
C -0.798 -1.196 3.245
C -3.176 -2.603 3.049
C -2.057 -1.552 -3.316
C -2.678 -2.261 4.300
C -1.076 -1.716 -1.098
C 1.611 -2.712 1.497
C 2.398 -1.303 -0.272
C -1.665 -3.716 -2.347
C 2.381 5.025 -2.010
C 3.893 -2.894 0.744
C -2.120 -2.936 -3.405
C 1.354 -1.693 0.576
C 2.866 -3.312 1.579
C -1.281 -1.533 1.974
H 4.875 -3.350 0.816
H -3.226 -2.530 5.197
H 2.022 6.051 -1.931
H -1.714 -4.799 -2.411
H -0.785 -3.730 -0.393
H 3.040 -4.105 2.299
H -2.528 -3.407 -4.292
H -2.419 -0.938 -4.134
H 0.133 -0.636 3.333
H -2.899 -2.488 0.925
H 3.472 5.015 -2.010
H -1.095 -1.280 5.373
H 2.022 4.598 -2.948
H 0.836 2.334 -2.454
H -1.418 3.283 -1.848
H 2.221 -0.537 -1.021
H 4.448 -1.569 -0.855
H 0.821 -3.046 2.162
H 4.329 1.839 -0.597
H 1.912 4.394 1.128
H -4.113 -3.144 2.968
H -1.527 0.131 -2.101
```

2S+1   3
Orbital gap (spin up / spin down)   8.0 / 7.3 eV
Total charge   -1
HOMO level (spin up / spin down)   -5.454 / -6.375 eV

<2>
This record from OMol25 describes C20H22ClO11P2PtSi as an isolated structure. The level of theory is ωB97M-V/def2-TZVPD.

```
58
C20H22ClO11P2PtSi (ωB97M-V/def2-TZVPD)
Pt 0.019 -0.106 -1.199
Cl -0.156 -3.107 -0.918
P -0.732 1.642 -3.602
P 1.864 0.410 -3.597
Si -0.076 0.021 1.124
O -1.935 1.999 -4.596
O 2.512 -1.048 -3.458
O 1.661 1.036 -2.229
O 0.996 -2.424 -1.463
O 0.290 0.545 -5.737
O 0.161 2.923 -3.817
O -1.313 -2.330 -1.250
O -0.259 -4.382 -1.515
O -1.321 1.503 -2.236
O -0.022 -3.211 0.481
O 2.616 1.240 -4.569
C 1.671 -0.502 1.715
C -0.914 4.372 2.762
C -1.469 -1.621 3.117
C -2.553 -2.330 3.606
C 2.734 0.366 1.462
C 1.954 -1.743 2.278
C -1.542 -0.946 1.904
C 0.185 3.668 3.220
C 0.443 2.396 2.743
C -0.552 -1.089 -4.194
C -0.380 1.800 1.794
C -3.831 -1.693 1.687
C -2.743 -0.993 1.200
C 4.026 0.032 1.817
C -1.478 2.526 1.342
C -1.748 3.794 1.820
C 3.249 -2.084 2.624
C 4.286 -1.193 2.410
C 0.171 0.226 -4.375
C -3.738 -2.372 2.891
H 1.107 2.728 -3.773
H 2.536 1.306 0.967
H -2.807 -0.486 0.246
H -2.604 4.343 1.451
H 2.162 -1.554 -2.713
H 1.300 1.855 3.115
H 4.835 0.722 1.615
H 0.085 -1.912 -4.519
H -2.120 2.089 0.594
H -0.838 -1.243 -3.152
H -1.114 5.370 3.129
H -2.472 -2.858 4.548
H 1.156 -2.456 2.405
H 0.847 4.118 3.948
H -2.748 1.626 -4.261
H 3.454 -3.058 3.049
H -4.580 -2.940 3.266
H -4.751 -1.727 1.119
H 5.298 -1.459 2.680
H -1.463 -1.099 -4.795
H 1.185 0.921 -5.839
H -0.549 -1.604 3.681
```

2S+1   3
Orbital gap (spin up / spin down)   7.5 / 8.1 eV
Total charge   -1
HOMO level (spin up / spin down)   -5.023 / -6.588 eV

Least stable: <1>

<1>
This record from OMol25 describes one molecule with the formula C2H5IN2OS. The level of theory is ωB97M-V/def2-TZVPD.

```
12
C2H5IN2OS (ωB97M-V/def2-TZVPD)
I 3.345 -0.343 -0.120
S -0.962 0.655 1.068
O 1.334 1.858 -0.356
N 0.431 -0.112 0.492
N 0.528 -1.464 0.761
C -1.895 0.562 -0.526
C 1.380 0.747 0.028
H -1.596 -0.546 -0.711
H 0.179 -1.979 -0.031
H -1.363 1.409 -1.117
H 1.559 -1.647 0.916
H -2.941 0.860 -0.403
```

Orbital gap   9.3 eV
HOMO level   -9.128 eV
SMILES string   CSN(N)C(=O)I

<2>
This record from OMol25 describes one molecule with the formula C2H5IN2OS. The level of theory is ωB97M-V/def2-TZVPD.

```
12
C2H5IN2OS (ωB97M-V/def2-TZVPD)
I 3.371 -0.592 -0.007
S -0.590 1.423 0.326
O -0.649 1.531 -1.177
N 0.945 0.952 0.768
N -0.933 -1.150 -0.285
C -1.151 -0.349 0.880
C 1.734 0.559 -0.320
H 1.309 0.727 -1.367
H -0.407 -0.559 1.676
H -0.077 -1.572 -0.522
H -1.319 -0.549 -1.035
H -2.232 -0.421 1.063
```

Orbital gap   8.7 eV
HOMO level   -8.956 eV

Least stable: <2>

<1>
This record from OMol25 describes a 2-piece molecular cluster, C2HBrF2S overall. The level of theory is ωB97M-V/def2-TZVPD.

```
7
C2HBrF2S (ωB97M-V/def2-TZVPD)
Br -1.471 -0.822 -1.553
S -0.884 -0.100 1.437
F 1.456 0.843 0.618
F -0.211 1.678 -0.557
C 0.187 0.684 0.176
C -0.175 -0.616 -0.139
H 1.098 -1.668 0.018
```

Orbital gap   9.3 eV
HOMO level   -9.802 eV

<2>
This record from OMol25 describes one molecule with the formula C2HBrF2S. The level of theory is ωB97M-V/def2-TZVPD.

```
7
C2HBrF2S (ωB97M-V/def2-TZVPD)
Br 1.901 1.299 0.222
S -0.184 -0.808 1.423
F 1.206 -1.125 -0.958
F -1.772 -0.387 -0.687
C 0.728 -0.262 -0.106
C -0.758 0.114 -0.020
H -1.121 1.169 0.126
```

Orbital gap   10.1 eV
HOMO level   -9.941 eV
SMILES string   F[C@H]1S[C@]1(F)Br

Least stable: <1>

<1>
This record from OMol25 describes a 2-piece molecular cluster, C2H7N4S overall. The level of theory is ωB97M-V/def2-TZVPD.

```
14
C2H7N4S (ωB97M-V/def2-TZVPD)
S -2.475 1.328 -0.140
N -0.696 -0.217 -0.594
N 1.194 1.120 -0.507
N 0.420 -2.000 0.546
N 0.083 0.882 -1.312
C 1.258 0.317 0.435
C 0.125 -0.597 0.594
H -0.617 1.642 -1.356
H 0.888 -2.389 -0.311
H -2.253 1.905 1.064
H 0.396 0.751 -2.294
H 2.166 0.355 1.141
H -0.024 -2.550 1.192
H -0.466 -0.546 1.543
```

Orbital gap (spin up / spin down)   7.2 / 7.2 eV
Total charge   +1
HOMO level (spin up / spin down)   -14.014 / -14.010 eV

<2>
This record from OMol25 describes an isolated ion of composition C2H7N4S and charge +1. The level of theory is ωB97M-V/def2-TZVPD.

```
14
C2H7N4S (ωB97M-V/def2-TZVPD)
S 0.667 0.465 -1.621
N 1.274 -2.076 -0.616
N -0.388 0.816 0.786
N 0.358 -0.431 0.868
N -1.800 0.354 0.704
C -0.038 1.624 -0.328
C 0.883 -0.793 -0.404
H -1.634 -0.547 1.191
H -1.931 -0.008 -0.276
H -0.938 2.081 -0.781
H -0.493 1.148 1.776
H 0.778 2.325 -0.217
H 1.475 -2.599 0.306
H 1.787 -2.362 -1.388
```

Orbital gap   10.4 eV
Total charge   +1
HOMO level   -13.890 eV
SMILES string   NC1=N[N@H+](N)CS1

Least stable: <1>